[1]
{"formula": "C6H6N2", "method": "ωB97M-V with the def2-TZVPD basis set", "orbital_gap_ha": 0.2807, "smiles": "[H]/N=C1\\N=CC=CC1=C", "e_above_lowest_kcal_mol": 24.1, "symbols": ["H", "C", "H", "H", "C", "H", "C", "N", "C", "H", "H", "C", "C", "N"], "xyz": [[0.424457, 0.264579, -3.040780], [-1.216145, -0.589144, -0.172301], [-1.791869, -0.736752, -2.177962], [2.760737, 1.344248, 0.474127], [-0.341691, -0.297841, 2.111735], [0.420771, 0.097479, 2.813394], [0.190674, 0.198879, -1.970547], [1.191161, 0.633410, -1.216795], [1.030546, 0.459654, 0.192244], [-2.157930, -0.945093, 0.257165], [-1.241274, -0.787371, 2.472995], [-1.002696, -0.434542, -1.500498], [-0.233212, -0.125968, 0.767442], [1.966472, 0.918461, 0.989782]], "atomic_forces_ev_per_a": [[-0.55, 0.11, 0.27], [-0.34, 0.42, -0.42], [0.25, 0.04, -0.22], [-0.87, -0.49, 0.00], [0.03, 0.52, -0.82], [-0.61, -0.48, -0.66], [2.98, 0.56, 0.66], [-2.18, -1.13, -0.50], [1.88, 1.87, 0.87], [0.31, -0.16, -0.43], [0.15, 0.09, 0.24], [-1.27, -0.36, 1.00], [1.55, -0.16, 1.20], [-1.33, -0.82, -1.19]]}

***

[2]
{"formula": "C24H29N3O4", "method": "ωB97M-V with the def2-TZVPD basis set", "orbital_gap_ha": 0.3154, "smiles": "CCOCCCNC(=O)[C@H](NC(=O)Cc1c[nH]c2ccccc12)c1ccc(OC)cc1", "e_above_lowest_kcal_mol": 27.9, "symbols": ["H", "C", "H", "H", "H", "O", "N", "C", "C", "C", "C", "H", "C", "H", "C", "H", "C", "H", "C", "H", "H", "C", "O", "H", "H", "O", "C", "H", "C", "C", "H", "C", "H", "H", "H", "H", "N", "H", "H", "H", "H", "H", "C", "H", "C", "C", "O", "H", "N", "H", "C", "C", "H", "H", "C", "C", "C", "C", "C", "H"], "xyz": [[4.317429, 1.813515, -0.684574], [1.118131, 2.754672, -0.783889], [2.008060, -4.144457, -0.076019], [-4.772048, -0.534457, -2.278198], [-4.136777, 1.708338, -1.510699], [-5.648257, 0.886151, 1.297846], [2.468397, -1.441082, 2.883876], [2.980389, -0.447603, 2.100074], [1.593639, 4.564586, 0.683407], [-5.765674, -0.538574, 3.199230], [-4.095734, -0.439217, -1.423966], [3.613365, -0.483929, -1.252465], [2.602622, -2.298328, 0.816655], [3.312514, 1.213812, 3.433895], [3.072464, -0.947089, 0.779272], [-5.100856, 0.124531, 3.745248], [2.483415, -3.205665, -0.364969], [2.081874, 5.533965, 0.595381], [-5.464890, -0.455720, 1.710458], [2.133514, 3.948926, 1.408823], [-0.359626, -1.390157, -2.732249], [0.102898, 0.223687, -1.378763], [-2.097321, -1.894480, -0.106164], [-4.302066, -1.242694, -0.715231], [0.481684, 2.334081, 1.232723], [2.031967, -2.263142, -2.550519], [3.941447, 1.156965, 0.085695], [-6.147460, -1.111999, 1.147949], [3.377002, 0.844761, 2.419927], [0.047497, 0.724380, -0.086021], [-2.407927, -0.060262, -2.634973], [-5.649628, 1.101876, -0.088614], [-0.390390, 0.126822, 0.700441], [0.151422, -2.343855, -0.021309], [-4.433294, -0.782941, 1.521645], [-5.984968, 2.136377, -0.196743], [-2.736073, -0.635814, -1.875058], [3.463612, -3.420916, -0.794939], [0.562792, 4.708779, 1.023895], [1.841041, -3.445883, 2.539638], [1.641266, 2.857155, -2.846757], [0.756062, 0.611795, -3.380180], [1.646336, -2.500425, -1.426046], [2.306507, -1.382156, 3.874345], [3.552800, -0.122818, -0.237815], [1.182711, 2.249186, -2.083235], [1.635928, 3.998803, -0.604418], [-6.385364, 0.443453, -0.577721], [0.427158, -2.141619, -0.972185], [-6.790577, -0.232572, 3.390280], [-0.401374, -1.179271, -1.658594], [0.541732, 1.979486, 0.216470], [4.200220, 2.635713, 1.613514], [-5.623050, -1.556943, 3.549365], [0.681373, 0.999120, -2.375141], [2.241912, -2.548263, 2.107750], [3.863483, 1.631429, 1.398143], [-1.827539, -1.291667, -1.124847], [-4.274462, 0.929256, -0.758397], [-3.502967, 1.062255, 0.002641]], "atomic_forces_ev_per_a": [[0.02, 0.05, -0.09], [-0.11, -0.17, -0.24], [0.01, -0.03, -0.05], [0.01, -0.06, 0.09], [0.05, 0.04, 0.00], [-0.05, -0.07, 0.33], [-0.11, -0.02, 0.44], [0.14, 0.20, -0.53], [-0.02, 0.08, 0.21], [0.06, 0.10, -0.45], [-0.04, 0.17, 0.21], [0.01, -0.03, -0.16], [-0.04, -0.32, 0.28], [0.02, 0.06, 0.08], [0.01, 0.15, 0.47], [0.08, 0.04, 0.10], [0.16, 0.16, -0.01], [-0.04, -0.05, 0.06], [0.00, -0.08, 0.17], [-0.04, 0.02, -0.01], [-0.09, 0.07, 0.12], [0.00, 0.01, -0.13], [-0.04, -0.16, 0.44], [-0.09, 0.06, -0.12], [0.03, 0.07, 0.10], [0.23, 0.19, -0.42], [0.09, 0.03, -0.18], [0.09, 0.04, 0.00], [0.01, 0.09, 0.11], [0.00, 0.00, -0.21], [0.11, -0.07, 0.06], [0.19, 0.21, -0.28], [-0.05, -0.08, 0.13], [0.09, -0.01, -0.04], [-0.08, -0.01, -0.07], [-0.02, -0.13, -0.10], [-0.17, 0.03, -0.24], [-0.12, -0.03, -0.06], [0.04, -0.02, -0.01], [-0.07, -0.15, 0.06], [0.06, 0.09, -0.10], [0.03, -0.07, -0.13], [-0.17, -0.36, 0.36], [0.02, -0.01, -0.13], [0.03, 0.04, 0.02], [0.06, 0.29, 0.18], [0.07, -0.13, -0.26], [-0.02, 0.06, 0.04], [-0.56, -0.10, 0.05], [-0.10, 0.00, 0.05], [0.31, -0.01, 0.11], [0.06, 0.25, 0.12], [0.01, 0.07, 0.03], [0.02, -0.10, 0.08], [-0.08, -0.06, 0.13], [0.02, -0.19, -0.30], [0.01, 0.06, 0.15], [0.22, 0.04, -0.59], [-0.31, -0.26, 0.11], [0.04, 0.06, 0.00]]}

***

[3]
{"formula": "C6H10AgFO7", "method": "ωB97M-V with the def2-TZVPD basis set", "orbital_gap_ha": [0.1673, 0.2214], "multiplicity": 3, "e_above_lowest_kcal_mol": 0.0, "symbols": ["O", "H", "H", "C", "O", "H", "H", "H", "Ag", "C", "H", "O", "C", "O", "C", "H", "O", "F", "H", "C", "O", "C", "H", "H", "O"], "xyz": [[-0.226302, -2.267380, 0.465447], [-2.394385, 1.602075, 3.587426], [0.320941, 2.798344, -0.205125], [-0.800208, 0.336156, -1.983500], [-1.216998, 0.317541, 0.298422], [-0.979698, 1.960564, 3.989984], [-1.256980, 1.309767, -2.082714], [-1.032346, -0.191780, 1.090947], [2.144651, 2.514725, 3.975288], [-0.173997, -1.695203, -0.630208], [0.950398, 2.178455, 1.024266], [0.588107, -2.143991, -4.346271], [-0.735540, -0.290655, -0.799481], [1.534248, -1.336447, 2.899473], [0.297993, -2.241964, -1.976596], [1.165669, -0.453181, 2.884729], [-0.197925, 0.459125, -4.201183], [0.615493, 1.255166, 2.786561], [0.587132, -3.282543, -1.973964], [-0.260936, -0.266619, -3.203061], [-1.865951, 1.868591, 4.339732], [0.274789, -1.615966, -3.133873], [0.314842, -1.591035, -5.081916], [1.182571, -1.756383, 2.114475], [1.164430, 2.532635, 0.161143]], "atomic_forces_ev_per_a": [[0.26, 0.29, -0.45], [-0.08, -0.07, -0.15], [-0.16, 0.13, -0.06], [0.17, 1.33, -4.71], [0.13, 0.38, -1.98], [0.43, -0.31, -0.43], [0.05, 0.10, -0.03], [0.33, -0.80, 0.52], [-0.93, -0.92, -0.81], [-0.33, 1.51, -2.54], [-0.23, -0.53, 0.69], [0.51, -1.12, 1.19], [0.67, -3.95, 6.16], [0.46, -0.45, 0.28], [-0.29, -1.67, 3.78], [-0.29, 0.70, -0.02], [-0.12, -0.01, -1.26], [0.81, 1.15, 0.62], [0.21, -0.15, 0.17], [-0.14, 1.31, 1.71], [-0.30, 0.25, 0.45], [-1.19, 2.11, -2.62], [-0.11, 0.75, 0.17], [-0.17, -0.28, -0.27], [0.33, 0.23, -0.42]]}

***

[4]
{"formula": "C35H33GeN7S5Zr", "method": "ωB97M-V with the def2-TZVPD basis set", "orbital_gap_ha": 0.2586, "e_above_lowest_kcal_mol": 8.3, "symbols": ["C", "H", "H", "H", "H", "N", "H", "H", "H", "H", "C", "N", "C", "C", "H", "H", "H", "H", "C", "C", "C", "N", "S", "H", "H", "C", "C", "C", "Zr", "C", "C", "C", "H", "C", "C", "Ge", "C", "H", "C", "C", "H", "H", "N", "C", "S", "C", "N", "S", "N", "C", "C", "C", "S", "H", "C", "C", "C", "H", "H", "H", "H", "C", "C", "C", "C", "H", "N", "C", "H", "C", "H", "H", "S", "H", "H", "H", "C", "C", "H", "H", "C", "H"], "xyz": [[-2.160842, 4.236848, 3.115036], [-3.033418, 4.495177, 2.511737], [-3.315555, 0.391736, 3.740214], [4.949568, -4.518357, -2.294931], [2.969584, -5.204633, -3.615690], [2.723020, 0.175999, 3.631213], [-4.965017, 4.130692, -2.919231], [4.303221, 2.062893, -3.447554], [-3.673920, 1.948798, 4.476464], [-3.204625, 0.442489, 1.225728], [1.439048, 3.965615, 1.830900], [3.141656, 3.662777, -1.248344], [2.617272, 6.065244, 1.521259], [3.106360, -0.932099, 4.208736], [-6.357300, 2.345366, -1.913647], [0.439517, 2.307398, 4.374316], [0.765981, -4.163343, -3.194422], [-2.392803, 4.457263, 4.159025], [3.848137, -3.097822, -1.129315], [-1.286648, 2.056359, 0.979177], [-4.496005, 3.245289, -2.508656], [1.714924, 0.402401, -2.122706], [-2.501790, -0.487016, -0.875480], [3.726542, 3.973662, -2.002293], [-0.725578, 2.963863, 0.722674], [-0.547961, 1.849956, 4.423070], [2.868543, -4.446064, -2.848997], [1.870560, 0.393916, 2.741298], [0.088763, 0.506257, 0.026894], [1.632644, -3.871473, -2.614243], [-5.280574, 2.244472, -1.946403], [3.490310, 1.392726, -3.218251], [2.858392, 7.047337, 1.905100], [1.848679, -0.369639, -3.151641], [-3.120277, 3.118925, -2.551859], [-1.743157, 2.300763, 2.898100], [-2.476821, 1.992516, -2.023715], [-2.504787, 3.895856, -2.986273], [-3.056056, -0.573759, 0.867102], [3.985207, -4.063343, -2.112118], [-1.035866, 2.202583, 5.333496], [-0.421355, 0.771010, 4.503559], [1.073514, 0.726602, 1.940830], [2.513324, 2.463923, -1.167897], [-0.741828, 1.851628, -2.132959], [1.792055, 5.222220, 2.276414], [1.771652, 2.354386, -0.091580], [-0.063606, -2.111154, -1.367072], [-0.748349, -1.280586, 1.376270], [-3.431859, 1.453031, 3.534329], [2.788580, 4.389946, -0.131158], [0.106232, -2.055409, 2.066829], [2.415680, -1.325307, 0.402539], [1.202227, -1.204301, -3.370232], [-1.622658, -2.743415, 3.572550], [-3.284520, 0.998719, -1.455403], [-0.292135, -2.754434, 3.198119], [-4.279737, 1.598267, 2.861849], [1.388341, -3.344202, 1.044198], [-4.007173, -1.101790, 0.906994], [1.428073, 5.564418, 3.236659], [1.490516, -2.396597, 1.573591], [-2.051550, -1.313611, 1.706645], [1.932362, 3.550144, 0.596929], [2.623259, 1.430610, -2.168603], [0.810631, 3.311023, 2.412041], [3.473330, -1.896900, 4.735295], [2.607311, -2.521057, -0.895943], [4.697065, -2.788450, -0.531618], [-4.669745, 1.112701, -1.436995], [-3.580122, -2.068978, 2.998694], [3.770530, 6.314298, -0.277281], [3.125861, 0.056304, -4.213935], [-2.243027, 2.186629, 0.464215], [-1.953592, -3.293814, 4.443227], [0.442695, -3.322283, 3.753071], [1.468419, -2.885767, -1.629814], [3.131597, 5.662702, 0.304729], [2.144942, -2.571330, 2.426480], [-1.336596, 4.879187, 2.799511], [-2.521429, -2.056224, 2.780868], [-5.263015, 0.302432, -1.029664]], "atomic_forces_ev_per_a": [[0.08, -0.23, -0.03], [0.02, -0.02, -0.02], [0.00, -0.10, 0.00], [-0.01, 0.00, -0.01], [-0.03, 0.01, 0.00], [0.35, 0.61, 0.18], [0.01, 0.00, 0.01], [-0.04, 0.00, 0.01], [0.02, 0.00, 0.00], [0.03, -0.03, -0.02], [-0.03, -0.03, -0.04], [0.05, -0.11, -0.03], [0.00, -0.02, -0.04], [-0.17, -0.49, -0.05], [0.00, -0.02, -0.01], [0.03, -0.02, -0.02], [0.02, -0.03, -0.01], [0.01, 0.00, 0.00], [0.08, 0.05, 0.03], [-0.07, -0.41, 0.70], [-0.04, 0.00, 0.00], [0.05, 0.45, 0.50], [0.37, 0.42, 0.59], [0.00, -0.01, -0.04], [0.01, 0.01, 0.03], [0.01, 0.00, -0.45], [0.05, -0.03, 0.01], [-0.38, 0.17, 0.07], [0.15, -0.77, -2.06], [-0.06, 0.06, 0.04], [-0.06, 0.05, 0.00], [0.00, 0.04, 0.01], [0.02, 0.00, -0.02], [0.13, -0.09, -0.44], [0.08, -0.10, 0.06], [-0.37, 0.52, 0.32], [-0.24, 0.11, 0.03], [-0.04, 0.03, 0.00], [-0.12, 0.07, -0.38], [0.06, 0.00, -0.03], [-0.08, 0.03, -0.06], [0.05, -0.08, 0.00], [0.52, -0.21, 0.74], [0.05, 0.28, 0.25], [0.18, -0.15, 0.08], [-0.04, -0.03, 0.07], [-0.24, -0.38, -0.52], [-0.32, 0.01, -0.20], [-0.25, 0.20, 0.48], [0.13, 0.14, -0.24], [-0.23, -0.08, 0.27], [0.00, -0.20, 0.04], [-0.30, -0.06, 0.05], [-0.06, 0.01, 0.12], [0.02, 0.02, -0.05], [-0.01, -0.04, -0.06], [-0.01, 0.06, 0.00], [0.03, 0.00, -0.03], [-0.01, -0.01, -0.02], [-0.01, 0.01, 0.11], [-0.02, 0.00, -0.02], [0.22, 0.21, -0.05], [-0.06, -0.17, 0.00], [0.20, 0.16, 0.10], [0.23, -0.16, -0.48], [0.01, 0.00, 0.07], [-0.03, 0.10, -0.04], [-0.11, 0.15, 0.04], [0.00, -0.02, -0.01], [0.05, -0.05, 0.05], [-0.01, 0.02, -0.03], [0.02, -0.03, 0.01], [-0.16, 0.03, 0.24], [0.02, 0.00, 0.00], [-0.01, 0.01, 0.00], [0.00, 0.01, 0.00], [0.20, 0.07, 0.10], [0.07, 0.10, -0.04], [-0.04, -0.02, 0.08], [0.02, -0.04, 0.00], [0.05, 0.00, 0.06], [-0.03, 0.03, 0.01]]}